1.
CH5O2 | the ωB97M-V functional and the def2-TZVPD basis

The geometry in ORCA input format:
```
! wB97M-V def2-TZVPD RIJCOSX def2/J DEFGRID3
* xyz -1 1
C 0.917 -0.320 0.398
O -0.314 -0.807 0.826
H 0.970 0.760 0.672
H 1.773 -0.909 0.783
H 0.970 -0.368 -0.674
H -1.311 1.142 -1.165
H -1.156 0.038 -0.061
O -1.848 0.464 -0.780
*
```

relative energy (zero: lowest compared OMol25 entry of this formula, charge and spin): 19.3 kJ/mol
HOMO: -2.7 eV

natural (NBO) atomic charge list, values in e, 4 entries:
1 C -0.24
2 O -0.95
3 H 0.10
4 H 0.11

2.
C5H8FNS | the ωB97M-V functional and the def2-TZVPD basis

The geometry in ORCA input format:
```
! wB97M-V def2-TZVPD RIJCOSX def2/J DEFGRID3
* xyz 0 1
C 1.572 -1.526 -0.255
C 0.375 -0.655 -0.419
C -0.228 0.029 0.783
C -1.717 0.259 0.945
C 0.166 1.775 -1.010
H 1.254 -2.520 0.038
H 2.136 -1.176 0.609
H 2.199 -1.664 -1.172
H -0.332 -0.866 -1.246
H 0.319 -0.062 1.712
H -1.793 1.391 1.130
H -2.029 -0.332 1.845
H 0.675 1.596 -2.023
N 0.480 0.767 -0.175
F -2.367 -0.075 -0.226
S -0.709 3.061 -0.535
*
```

relative energy (zero: lowest compared OMol25 entry of this formula, charge and spin): 124.6 kJ/mol
SMILES string: C[C@H]1[C@H](CF)N1C=S
HOMO: -8.5 eV

natural (NBO) atomic charge list, values in e, 4 entries:
1 C -0.62
2 C -0.05
3 C -0.08
4 C 0.01

3.
C3H9N2O2 | the ωB97M-V functional and the def2-TZVPD basis

The geometry in ORCA input format:
```
! wB97M-V def2-TZVPD RIJCOSX def2/J DEFGRID3
* xyz 1 1
C 1.237 1.287 1.629
C 1.164 -0.107 1.708
N 0.635 -0.502 0.473
C 0.413 0.599 -0.249
N 0.730 1.695 0.406
H 1.838 1.857 2.302
H 1.624 -0.787 2.399
H 0.407 -1.412 0.155
H 0.136 0.690 -1.282
H 0.519 2.633 0.081
H -3.216 0.803 -1.164
H -2.393 0.851 -2.391
O -2.288 0.851 -1.432
H -1.616 -2.908 -1.168
H -0.599 -3.476 -2.094
O -0.634 -2.984 -1.259
*
```

relative energy (zero: lowest compared OMol25 entry of this formula, charge and spin): 80.8 kJ/mol
HOMO: -14.1 eV

natural (NBO) atomic charge list, values in e, 4 entries:
1 C -0.06
2 C -0.05
3 N -0.46
4 C 0.30

4.
C29H35F5GeN5O5SSn | the ωB97M-V functional and the def2-TZVPD basis

The geometry in ORCA input format:
```
! wB97M-V def2-TZVPD RIJCOSX def2/J DEFGRID3
* xyz -2 2
Sn 0.652 -0.010 -0.103
C 2.426 2.104 4.012
C 2.104 2.161 2.508
C 3.423 2.056 1.736
C 1.437 3.506 2.187
O 1.279 1.097 2.125
Ge -0.232 0.470 3.073
O -1.254 1.158 1.666
C -2.609 1.511 1.655
C -2.974 2.341 2.899
C -2.853 2.349 0.397
C -3.489 0.255 1.608
O -0.042 -1.155 2.058
C -0.170 -2.507 2.422
C -0.630 -2.643 3.881
C 1.189 -3.208 2.267
C -1.185 -3.190 1.501
H 3.172 2.858 4.270
H 1.525 2.271 4.605
H 2.816 1.113 4.255
H 4.137 2.804 2.089
H 3.833 1.056 1.870
H 3.237 2.206 0.673
H 2.094 4.338 2.453
H 1.207 3.554 1.122
H 0.498 3.596 2.737
H -2.324 3.217 2.959
H -4.015 2.668 2.862
H -2.821 1.741 3.799
H -2.178 3.207 0.391
H -2.633 1.746 -0.486
H -3.887 2.699 0.353
H -3.313 -0.351 2.502
H -4.548 0.516 1.554
H -3.217 -0.337 0.733
H 0.107 -2.176 4.538
H -1.585 -2.131 4.012
H -0.738 -3.693 4.157
H 1.955 -2.630 2.785
H 1.155 -4.223 2.668
H 1.454 -3.254 1.209
H -2.174 -2.749 1.633
H -0.884 -3.036 0.466
H -1.235 -4.262 1.706
O 2.845 -0.805 0.766
N 3.471 -1.721 0.171
N 2.987 -2.069 -0.961
O 1.934 -1.536 -1.517
C 3.680 -3.093 -1.669
C 4.535 -3.968 -1.000
C 5.206 -4.944 -1.713
C 5.033 -5.056 -3.087
C 4.159 -4.198 -3.738
C 3.475 -3.219 -3.035
H 4.649 -3.867 0.068
H 5.861 -5.633 -1.194
H 5.566 -5.818 -3.642
H 4.008 -4.298 -4.805
H 2.778 -2.549 -3.519
F -5.178 5.576 -4.132
C -4.236 4.696 -3.735
C -4.548 3.357 -3.562
F -5.806 2.947 -3.798
C -3.581 2.462 -3.157
F -3.935 1.185 -3.009
C -2.242 2.836 -2.909
S -1.036 1.710 -2.476
C -1.981 4.208 -3.091
F -0.740 4.675 -2.880
C -2.940 5.111 -3.495
F -2.622 6.412 -3.666
N -1.267 -1.521 -1.327
C -1.908 -1.895 -2.216
C -2.663 -2.420 -3.264
C -2.020 -2.963 -4.391
N -1.520 -3.433 -5.324
C -4.068 -2.469 -3.208
N -5.222 -2.557 -3.183
C 2.044 1.839 -1.423
H 3.046 1.547 -1.119
H 1.720 2.825 -1.111
H 1.805 1.606 -2.453
*
```

relative energy (zero: lowest compared OMol25 entry of this formula, charge and spin): 175.0 kJ/mol
HOMO (spin up / spin down): -1.9 / -1.9 eV
expectation value of S²: 0.769

Löwdin atomic charge list, values in e, 4 entries:
1 Sn 1.44
2 C -0.08
3 C -0.71
4 C -0.04

5.
C4H7N2 | the ωB97M-V functional and the def2-TZVPD basis

The geometry in ORCA input format:
```
! wB97M-V def2-TZVPD RIJCOSX def2/J DEFGRID3
* xyz 1 1
C -0.434 0.385 0.137
C 0.251 -0.958 0.258
C 1.684 -0.525 -0.176
C -1.832 0.810 0.110
N 1.700 0.763 -0.356
N 0.450 1.340 -0.089
H 0.221 -1.351 1.292
H -0.071 -1.704 -0.401
H 2.528 -0.915 0.423
H 1.952 -0.905 -1.174
H -2.721 0.189 0.509
H -1.968 0.940 -0.936
H -1.759 1.932 0.403
*
```

relative energy (zero: lowest compared OMol25 entry of this formula, charge and spin): 498.8 kJ/mol
SMILES string: CC1=[N+]=NCC1
HOMO: -16.5 eV

natural (NBO) atomic charge list, values in e, 4 entries:
1 C 0.51
2 C -0.53
3 C -0.36
4 C -0.72

6.
C5H10AgO5 | the ωB97M-V functional and the def2-TZVPD basis

The geometry in ORCA input format:
```
! wB97M-V def2-TZVPD RIJCOSX def2/J DEFGRID3
* xyz 0 2
C -0.998 2.146 1.893
C 0.082 3.085 1.387
O 0.248 3.013 -0.020
Ag -1.221 2.136 -1.796
H -1.100 2.232 2.984
H -1.972 2.392 1.444
H -0.753 1.101 1.656
H 1.042 2.870 1.883
H -0.177 4.127 1.621
O 0.373 0.260 -1.858
C 0.669 -1.063 -2.033
C 0.250 -1.857 -0.799
O 0.578 -3.254 -1.023
C 0.266 -4.109 -0.106
O -0.302 -3.852 0.972
O 0.517 -5.334 -0.257
H 0.633 2.132 -0.300
H 1.754 -1.242 -2.195
H 0.152 -1.508 -2.911
H -0.833 -1.769 -0.632
H 0.791 -1.507 0.090
*
```

relative energy (zero: lowest compared OMol25 entry of this formula, charge and spin): 96.9 kJ/mol
HOMO (spin up / spin down): -8.3 / -8.3 eV
expectation value of S²: 0.758

natural (NBO) atomic charge list, values in e, 4 entries:
1 C -0.64
2 C -0.06
3 O -0.79
4 Ag 0.89

7.
CH5N2S | the ωB97M-V functional and the def2-TZVPD basis

The geometry in ORCA input format:
```
! wB97M-V def2-TZVPD RIJCOSX def2/J DEFGRID3
* xyz 1 1
C 0.179 -0.455 -0.351
N 1.392 -0.607 0.048
N -0.851 -0.393 0.465
S -2.511 -0.236 -0.051
H 0.216 -0.327 -1.484
H 2.009 -0.542 -0.725
H 1.837 -0.855 0.943
H -0.680 -0.636 1.413
H -2.496 2.017 -1.433
*
```

relative energy (zero: lowest compared OMol25 entry of this formula, charge and spin): 386.6 kJ/mol
HOMO (spin up / spin down): -14.4 / -14.0 eV

natural (NBO) atomic charge list, values in e, 4 entries:
1 C 0.39
2 N -0.68
3 N -0.69
4 S 0.35

8.
C2H4BrFO | the ωB97M-V functional and the def2-TZVPD basis

The geometry in ORCA input format:
```
! wB97M-V def2-TZVPD RIJCOSX def2/J DEFGRID3
* xyz 0 1
C -0.534 -0.593 0.287
C 0.618 -0.212 -0.480
O 0.639 1.742 0.148
F -0.668 2.221 -0.010
Br 2.291 -0.784 0.026
H -0.491 -0.345 1.284
H -1.525 -0.264 0.002
H -0.765 -1.755 0.336
H 0.436 -0.011 -1.593
*
```

relative energy (zero: lowest compared OMol25 entry of this formula, charge and spin): 590.2 kJ/mol
HOMO (spin up / spin down): -10.1 / -10.1 eV

natural (NBO) atomic charge list, values in e, 4 entries:
1 C -0.72
2 C -0.01
3 O -0.25
4 F -0.19

9.
C4H9N2S | the ωB97M-V functional and the def2-TZVPD basis

The geometry in ORCA input format:
```
! wB97M-V def2-TZVPD RIJCOSX def2/J DEFGRID3
* xyz 1 1
C 2.248 0.758 -0.601
C -1.077 -0.531 -0.724
C -2.811 -0.671 0.942
C -1.797 -1.239 0.047
N 2.284 -0.375 0.000
N 1.896 1.921 -0.037
S -0.371 0.192 -1.908
H 2.871 0.709 -1.492
H -3.677 -1.336 1.181
H -3.210 0.202 0.619
H -2.231 -0.433 1.789
H -1.777 -2.350 0.008
H 2.918 -1.075 -0.336
H 2.096 2.675 -0.649
H 1.011 2.131 0.430
H 1.629 -0.578 0.732
*
```

relative energy (zero: lowest compared OMol25 entry of this formula, charge and spin): 252.0 kJ/mol
HOMO: -12.0 eV

natural (NBO) atomic charge list, values in e, 4 entries:
1 C 0.41
2 C -0.08
3 C -0.61
4 C -0.33

The following max |F| values (in eV/Å) correspond, in order, to the records above: 1.87 1.93 2.81 0.86 6.94 1.98 2.42 4.71 3.23.